The following is a quantum chemistry calculation of an isolated molecule of C5H4O2, from OMol25.

Calculated values
HOMO level (spin up / spin down) = -9.034 / -9.035 eV
LUMO level (spin up / spin down) = -0.89 / -0.89 eV
energy relative to the best compared isomer or geometry (same formula, charge and spin) = 2.819 eV

ORCA input file:
```
! RIJCOSX wB97M-V def2-TZVPD def2/J DEFGRID3
* xyz 0 1
C 1.19593 0.59746 1.01984
C 0.50044 0.96094 -0.19232
C -0.09049 -0.98949 0.78652
C -0.55056 -0.13473 -0.25583
C -1.30549 -0.48557 -1.30848
O 0.82284 1.62947 -1.15687
O -0.27606 -1.86935 1.52471
H 2.27012 0.73102 1.07447
H 0.68858 0.73374 1.97076
H -1.98648 -1.32361 -1.27829
H -1.26883 0.15012 -2.18450
*
```

Atom charges from the natural (NBO) analysis, given in e for atoms 1 to 8: -0.61, 0.50, 0.71, -0.31, -0.21, -0.55, -0.44, 0.23



The following is a quantum chemistry calculation of a structure of composition C12H20Cl2O4W, from OMol25.

Calculated values
HOMO level (spin up / spin down) = 0.692 / -0.823 eV
LUMO level (spin up / spin down) = 5.11 / 5.08 eV
energy relative to the best compared isomer or geometry (same formula, charge and spin) = 0.070 eV
expectation value of S² = 2.010

ORCA input file:
```
! RIJCOSX wB97M-V def2-TZVPD def2/J DEFGRID3
* xyz -2 3
C 2.11139 0.55996 -0.55742
C 1.26854 1.26570 -1.48255
C 0.57054 0.29401 -2.26875
C 1.28388 2.72180 -1.76290
C 1.03864 -1.00286 -1.89648
C 1.96454 -0.85259 -0.82109
C 2.66700 -1.95717 -0.12436
C 3.06976 1.16145 0.40038
C -0.25529 0.59478 -3.46391
C 0.64718 -2.27727 -2.54234
W -0.04988 0.07441 0.09131
Cl -2.12502 4.29924 -0.88573
Cl -0.18011 2.22533 1.02298
O -0.64300 -1.80582 -0.02895
H 1.71016 3.28368 -0.93309
H 0.28017 3.12626 -1.92577
H 1.89327 2.90387 -2.65633
H -0.84778 1.50391 -3.32891
H -0.94951 -0.21755 -3.69666
H 0.40104 0.73480 -4.33506
H -0.40149 -2.28013 -2.85415
H 0.79472 -3.12601 -1.87095
H 1.26372 -2.43130 -3.43390
H 2.03978 -2.85349 -0.05861
H 2.94671 -1.67938 0.89595
H 3.57627 -2.21372 -0.67894
H 2.69803 2.10591 0.80238
H 4.02582 1.34339 -0.10212
H 3.24859 0.49886 1.25038
H -1.57644 -1.99420 -0.16999
O 0.77952 -0.48912 1.76122
H 0.34652 -1.24224 2.20247
C -4.26315 0.77243 0.21433
C -2.81418 0.42027 0.48180
O -2.36312 0.05258 1.58628
O -2.06455 0.52626 -0.60182
H -4.80707 0.75910 1.15982
H -4.71673 0.02709 -0.46257
H -4.31043 1.78476 -0.21643
*
```

Atom charges from the natural (NBO) analysis, given in e for atoms 1 to 8: -0.14, -0.06, -0.13, -0.65, -0.02, -0.11, -0.63, -0.63



The following is a quantum chemistry calculation of a structure of composition C23H50CrN3O2P2, from OMol25.

Calculated values
HOMO level (spin up / spin down) = -13.971 / -13.969 eV
LUMO level (spin up / spin down) = -6.78 / -7.90 eV
expectation value of S² = 3.801

ORCA input file:
```
! RIJCOSX wB97M-V def2-TZVPD def2/J DEFGRID3
* xyz 2 4
Cr 0.13168 0.00852 -0.34891
P 0.15349 -2.28326 -0.45324
P 0.14537 2.29867 -0.16095
N 1.93587 0.04565 -0.88075
C 1.83901 -2.42634 -1.19182
H 2.35458 -3.32327 -0.82151
H 1.71860 -2.54677 -2.27880
C 2.70911 -1.17657 -0.91558
H 3.25147 -1.29530 0.05001
H 3.51849 -1.10700 -1.67127
C 2.70193 1.26643 -0.80078
H 3.47930 1.29008 -1.59327
H 3.29597 1.27783 0.14330
C 1.82084 2.53484 -0.90005
H 1.67834 2.78974 -1.96140
H 2.33728 3.38327 -0.42889
C 0.31431 3.09405 1.50273
C -0.85303 2.80898 2.45071
H -0.57302 3.15787 3.45745
H -1.09059 1.73916 2.51902
H -1.76277 3.34684 2.14658
C -1.07785 3.25618 -1.14982
C -2.43907 3.39902 -0.46070
H -3.16838 3.75030 -1.20365
H -2.41388 4.14387 0.34538
H -2.81397 2.45045 -0.05760
C -1.07259 -3.09528 -1.56812
C -2.44414 -3.31887 -0.91892
H -3.16909 -3.54866 -1.71220
H -2.81326 -2.43290 -0.38686
H -2.43641 -4.17689 -0.23282
C 0.30855 -3.28552 1.09702
C -0.89199 -3.13729 2.03614
H -0.73165 -3.77678 2.91798
H -1.82989 -3.44500 1.55486
H -0.99957 -2.10517 2.39077
C -1.62431 -0.04051 0.45431
C -0.54987 4.60832 -1.63924
H -0.47391 5.33378 -0.82288
H 0.42714 4.52952 -2.12570
H -1.25599 5.01154 -2.37580
C -0.54689 -4.37836 -2.22075
H -1.25439 -4.68595 -3.00115
H 0.42997 -4.23957 -2.69503
H -0.47349 -5.19918 -1.49886
C 0.63962 -4.76237 0.86510
H 0.96781 -5.20062 1.82050
H -0.24277 -5.33129 0.53808
H 1.45250 -4.92504 0.14608
C 0.61518 4.59571 1.46274
H -0.27733 5.18701 1.21316
H 0.93901 4.91353 2.46594
H 1.42166 4.86469 0.76864
H 1.20573 2.57320 1.90008
H 1.17196 -2.79010 1.57860
H -1.21237 2.60126 -2.02801
H -1.19419 -2.33094 -2.35497
O -2.63998 -0.08258 1.05256
H 0.01702 0.06190 -2.04753
H -0.79116 0.09539 -1.75074
C 1.99990 -2.57200 4.17045
N 1.14320 -1.38995 4.06403
C 0.30288 -1.07597 5.22274
C 1.03494 -0.16329 6.18173
C 1.51205 1.09149 5.47893
N 1.96849 0.82978 4.13006
C 2.88973 1.80117 3.59094
C 1.71396 -0.29419 3.39548
O 1.97344 -0.32660 2.17246
H 2.94873 -2.40345 3.63683
H 1.50635 -3.44886 3.73178
H 2.22171 -2.77782 5.22993
H -0.61258 -0.56844 4.85557
H 0.04400 -2.02937 5.70166
H 1.89949 -0.68607 6.61915
H 0.36694 0.12607 7.00134
H 2.32442 1.57274 6.03092
H 0.68336 1.82316 5.43818
H 2.46571 2.81336 3.65391
H 3.83622 1.79918 4.15910
H 3.10348 1.54915 2.55036
*
```

Atom charges from the Löwdin analysis, given in e for atoms 1 to 8: 0.22, 1.02, 1.02, -0.19, -0.26, 0.10, 0.10, -0.25



The following is a quantum chemistry calculation of a structure of composition C25H28BF4MoN2O4, from OMol25.

Calculated values
HOMO level (spin up / spin down) = -10.848 / -10.920 eV
LUMO level (spin up / spin down) = -5.34 / -5.42 eV

ORCA input file:
```
! RIJCOSX wB97M-V def2-TZVPD def2/J DEFGRID3
* xyz 1 1
Mo -0.30220 1.28821 -0.24321
O 3.42620 3.07761 -0.57211
C 2.14030 2.81861 -0.54691
O 1.69000 1.65531 -0.73951
C 1.16510 3.85551 -0.35351
C 1.36010 5.22451 -0.15611
C 0.25020 6.04561 -0.06721
C -1.02310 5.48601 -0.19591
C -1.14180 4.11761 -0.35481
N -0.07260 3.29501 -0.42111
C -2.40390 3.31601 -0.43441
O -3.51990 3.75491 -0.53311
O -2.07980 2.04171 -0.42211
H 3.95740 2.27461 -0.71711
H 2.36380 5.60621 -0.06541
H 0.36330 7.09941 0.11979
H -1.92280 6.08191 -0.16151
F -1.14800 0.70331 2.54279
B -0.20610 1.54601 3.06919
F 0.77550 0.93121 3.72269
F -0.67370 2.67721 3.57869
F 0.46270 2.00761 1.66339
C 2.80740 -4.61119 1.65719
C 2.59620 -3.13219 1.55099
C 3.54290 -2.25579 2.07829
C 3.36620 -0.87719 1.98279
C 4.33900 0.06721 2.61119
C 2.26250 -0.39299 1.31559
C 1.26340 -1.23679 0.76639
C 1.46340 -2.62889 0.93459
N 0.24560 -0.61049 0.11529
C -0.86640 -1.21079 -0.63891
C -0.83460 -0.45149 -1.98261
C -2.06720 -0.75379 -2.82911
C -2.05560 -2.25439 -3.14691
C -2.10860 -3.04409 -1.84281
C -3.39810 -2.70809 -1.09511
C -3.39360 -1.21709 -0.76341
C -3.33580 -0.40049 -2.05561
C -2.18100 -0.91879 0.12219
C -0.88830 -2.71519 -0.96991
H 3.70580 -4.83299 2.22869
H 2.91750 -5.05889 0.66899
H 1.95880 -5.09149 2.14159
H 4.41680 -2.64469 2.57469
H 5.09750 -0.47429 3.16819
H 3.81060 0.73061 3.29289
H 4.83590 0.68401 1.86399
H 2.15400 0.67631 1.25359
H 0.74680 -3.34619 0.59299
H 0.08320 -0.72689 -2.51791
H -0.77150 0.70871 -1.82871
H -2.02480 -0.18039 -3.76051
H -1.16130 -2.51769 -3.71451
H -2.91970 -2.49569 -3.76531
H -2.08710 -4.11599 -2.06391
H -3.47500 -3.29669 -0.18101
H -4.26240 -2.95219 -1.71211
H -4.29800 -0.95099 -0.21161
H -3.36830 0.67021 -1.83131
H -4.20610 -0.62989 -2.67071
H -2.20770 -1.53969 1.02259
H -2.19710 0.12801 0.47409
H 0.02470 -3.00359 -1.49521
H -0.99070 -3.29109 -0.05201
*
```

Atom charges from the natural (NBO) analysis, given in e for atoms 1 to 8: 1.38, -0.60, 0.80, -0.55, 0.06, -0.14, -0.13, -0.13



Number 1: largest force on an atom 0.055 Eh/bohr. Number 2: largest force on an atom 0.039 Eh/bohr. Number 3: largest force on an atom 0.133 Eh/bohr. Number 4: largest force on an atom 0.090 Eh/bohr.